Molecular formula: C75H184F12Li2N16O25S4
Method: DFT, ωB97M-V with the def2-TZVPD basis set

```
318
C75H184F12Li2N16O25S4 (ωB97M-V with the def2-TZVPD basis set)
Li -2.590 -1.096 -1.913
Li 4.791 -3.361 -5.790
C 1.567 -1.036 -2.412
F 1.667 0.154 -1.906
F 0.944 -1.027 -3.534
F 2.786 -1.572 -2.495
S 0.545 -2.184 -1.164
O -0.006 -3.298 -1.948
O 1.435 -2.608 -0.042
N -0.897 -1.137 -0.960
S -0.635 -0.629 0.522
O -0.934 -1.710 1.494
O 0.730 -0.028 0.762
C -1.808 0.862 0.571
F -1.715 1.361 -0.662
F -3.019 0.450 0.921
F -1.325 1.742 1.473
C -4.601 1.619 -4.409
F -3.318 1.803 -3.966
F -5.290 2.671 -3.988
F -4.523 1.510 -5.725
S -5.277 -0.039 -3.649
O -5.701 0.130 -2.282
O -6.359 -0.479 -4.527
N -3.843 -1.031 -3.489
S -3.991 -1.936 -4.732
O -4.988 -2.998 -4.666
O -4.036 -1.211 -6.034
C -2.323 -2.912 -4.696
F -1.424 -1.936 -4.712
F -2.279 -3.480 -3.512
F -2.271 -3.789 -5.706
C 4.890 1.430 -3.733
C 5.576 1.277 -5.061
C 6.459 2.476 -5.484
O 5.831 3.601 -6.151
C 5.126 4.567 -5.324
N 6.357 0.076 -5.124
H 4.360 2.380 -3.666
H 5.584 1.348 -2.895
H 4.063 0.735 -3.591
H 4.842 1.005 -5.820
H 7.154 2.220 -6.283
H 6.915 2.895 -4.587
H 5.633 4.897 -4.418
H 4.110 4.207 -5.162
H 4.894 5.341 -6.055
H 7.149 0.279 -4.530
H 6.787 0.179 -6.032
C -0.461 -3.527 4.562
C -1.127 -3.624 5.970
C -2.629 -3.329 6.243
O -2.843 -1.930 6.420
C -4.161 -1.395 6.428
N -1.039 -5.075 6.259
H -0.454 -2.474 4.281
H -1.187 -4.023 3.918
H 0.590 -3.813 4.560
H -0.612 -2.924 6.628
H -3.067 -3.875 7.079
H -3.210 -3.425 5.326
H -4.614 -1.813 5.528
H -4.131 -0.306 6.394
H -4.714 -1.880 7.233
H -0.047 -5.205 6.396
H -1.327 -5.489 5.384
C 2.280 -1.976 6.930
C 3.107 -3.192 6.540
C 3.788 -3.108 5.108
O 2.695 -2.748 4.281
C 3.118 -2.361 2.996
N 4.214 -3.474 7.428
H 2.066 -2.086 7.994
H 1.251 -1.830 6.603
H 2.872 -1.064 6.851
H 2.514 -4.106 6.497
H 4.165 -4.077 4.780
H 4.615 -2.399 5.106
H 2.203 -2.516 2.425
H 3.843 -3.014 2.510
H 3.411 -1.331 2.793
H 4.930 -4.055 7.017
H 4.634 -2.560 7.522
C 4.874 2.181 0.964
C 4.835 3.601 1.485
C 5.917 4.438 0.732
O 7.222 4.249 1.264
C 8.159 5.060 0.656
N 3.575 4.133 1.384
H 5.871 1.794 0.755
H 4.274 2.202 0.054
H 4.325 1.488 1.602
H 4.928 3.657 2.570
H 5.624 5.471 0.545
H 6.049 4.002 -0.258
H 8.069 6.095 0.986
H 7.973 5.125 -0.417
H 9.216 4.866 0.837
H 3.594 5.077 1.744
H 2.976 3.670 2.052
C 5.642 7.995 3.017
C 4.407 7.117 2.731
C 3.354 7.087 3.812
O 2.428 5.967 3.536
C 1.515 5.742 4.592
N 3.974 7.578 1.423
H 6.199 8.200 2.103
H 6.375 7.702 3.769
H 5.271 8.980 3.302
H 4.773 6.093 2.798
H 2.725 7.977 3.795
H 3.839 6.858 4.761
H 0.734 6.482 4.422
H 1.967 5.787 5.583
H 1.031 4.779 4.430
H 3.026 7.881 1.592
H 4.545 8.384 1.214
C 2.086 -6.514 -5.706
C 3.270 -5.518 -5.788
C 3.176 -4.772 -7.206
O 4.342 -4.237 -7.633
C 4.535 -3.987 -9.019
N 3.432 -4.601 -4.690
H 1.159 -5.941 -5.746
H 2.132 -6.977 -4.720
H 1.957 -7.192 -6.550
H 4.165 -6.138 -5.853
H 2.616 -3.859 -7.004
H 2.562 -5.274 -7.954
H 5.507 -3.581 -9.299
H 3.964 -3.106 -9.312
H 4.440 -4.890 -9.622
H 3.584 -5.238 -3.921
H 2.531 -4.159 -4.581
C 4.635 -4.731 -1.045
C 3.868 -6.078 -1.024
C 2.405 -6.073 -0.428
O 1.713 -7.310 -0.296
C 1.567 -7.879 0.939
N 3.818 -6.571 -2.363
H 5.628 -4.819 -1.485
H 4.754 -4.286 -0.057
H 4.117 -3.950 -1.602
H 4.288 -6.850 -0.378
H 1.759 -5.433 -1.029
H 2.303 -5.583 0.541
H 0.889 -7.351 1.609
H 2.569 -7.838 1.368
H 1.355 -8.925 0.717
H 4.668 -7.063 -2.600
H 3.031 -7.202 -2.404
C -5.096 -4.704 -1.018
C -4.180 -3.672 -0.247
C -3.155 -4.479 0.582
O -2.685 -5.608 -0.064
C -1.324 -5.875 0.122
N -3.710 -2.771 -1.315
H -4.563 -5.094 -1.884
H -6.047 -4.239 -1.282
H -5.340 -5.583 -0.422
H -4.870 -3.247 0.483
H -3.654 -4.703 1.524
H -2.324 -3.808 0.802
H -1.057 -6.799 -0.391
H -1.059 -6.056 1.164
H -0.822 -4.938 -0.116
H -4.336 -2.707 -2.106
H -2.987 -3.366 -1.694
C -0.664 5.385 -0.241
C 0.634 5.449 -1.146
C 0.396 5.298 -2.653
O -0.196 4.022 -3.001
C 0.464 2.820 -2.814
N 1.483 6.598 -0.837
H -0.455 5.489 0.824
H -1.271 4.480 -0.282
H -1.362 6.193 -0.457
H 1.252 4.635 -0.766
H 1.318 5.395 -3.226
H -0.250 6.070 -3.071
H 0.455 2.701 -1.730
H 1.517 2.736 -3.080
H -0.073 1.969 -3.235
H 1.891 6.523 0.084
H 0.876 7.366 -0.589
C -4.798 4.692 0.063
C -4.461 4.760 1.622
C -5.703 5.136 2.521
O -6.826 4.306 2.271
C -7.729 4.566 3.256
N -3.841 3.486 1.976
H -5.365 5.511 -0.380
H -5.522 3.885 -0.054
H -3.961 4.362 -0.552
H -3.735 5.520 1.913
H -5.816 6.178 2.220
H -5.479 5.121 3.588
H -8.111 5.583 3.171
H -7.361 4.330 4.254
H -8.650 3.990 3.166
H -3.284 3.142 1.207
H -4.478 2.777 2.310
C 6.861 -1.514 2.919
C 6.780 -2.122 1.540
C 8.155 -1.892 0.762
O 8.064 -2.297 -0.696
C 7.317 -1.318 -1.384
N 6.683 -3.532 1.669
H 5.927 -1.622 3.470
H 7.151 -0.485 2.708
H 7.642 -1.818 3.615
H 5.968 -1.667 0.973
H 8.896 -2.448 1.336
H 8.499 -0.860 0.823
H 6.286 -1.223 -1.040
H 7.307 -1.776 -2.373
H 7.712 -0.317 -1.558
H 7.407 -3.728 2.345
H 6.915 -3.836 0.734
O 4.801 -6.355 2.346
H 4.521 -5.538 1.934
H 5.701 -6.480 2.044
O 3.676 4.706 -1.539
H 3.747 4.367 -0.647
H 2.841 5.175 -1.552
O 4.633 -1.776 -4.453
H 5.362 -1.156 -4.451
H 4.101 -1.523 -3.699
C -10.853 -1.770 0.744
C -9.669 -2.355 1.565
C -8.547 -2.661 0.489
C -7.776 -1.522 -0.075
C -7.183 -0.653 1.044
C -8.300 -0.271 2.192
N -9.064 -1.513 2.579
O -9.789 -1.443 3.719
C -7.436 0.260 3.374
C -9.198 0.903 1.709
C -10.201 -3.711 2.115
H -11.480 -2.433 0.147
H -10.638 -0.929 0.085
H -11.463 -1.340 1.538
H -7.772 -3.157 1.073
H -8.792 -3.336 -0.331
H -8.375 -0.883 -0.724
H -7.044 -1.945 -0.763
H -6.925 0.237 0.470
H -6.283 -1.146 1.411
H -8.026 0.680 4.188
H -6.888 -0.529 3.889
H -6.729 1.062 3.165
H -9.894 1.001 2.542
H -8.723 1.852 1.462
H -9.630 0.654 0.740
H -10.618 -3.557 3.110
H -9.385 -4.387 2.373
H -10.888 -4.278 1.487
H -10.637 -1.075 3.460
C -0.760 0.829 -6.122
C -0.454 0.221 -7.491
C -0.899 1.185 -8.584
C 0.161 2.168 -8.890
C 1.547 1.477 -9.267
C 2.063 0.584 -8.165
N 0.981 -0.228 -7.563
O 1.281 -1.322 -6.683
C 3.275 -0.263 -8.622
C 2.636 1.583 -7.068
C -1.325 -1.040 -7.785
H -0.482 0.197 -5.278
H -1.802 1.110 -5.968
H -0.107 1.695 -6.016
H -1.253 0.671 -9.477
H -1.704 1.774 -8.143
H 0.359 2.846 -8.059
H -0.067 2.932 -9.634
H 2.257 2.286 -9.441
H 1.374 0.888 -10.168
H 3.033 -1.175 -9.168
H 3.881 0.195 -9.403
H 3.814 -0.647 -7.756
H 2.991 0.867 -6.327
H 3.496 2.161 -7.408
H 1.892 2.162 -6.521
H -1.530 -1.815 -7.046
H -0.872 -1.681 -8.542
H -2.295 -0.613 -8.039
H 0.989 -1.069 -5.804
C -1.024 1.126 6.045
C -2.115 2.151 6.234
C -3.060 1.986 4.991
C -4.344 2.695 5.127
C -5.063 2.368 6.423
C -4.206 2.509 7.712
N -2.867 1.988 7.526
O -2.122 1.941 8.702
C -4.204 3.963 8.054
C -4.885 1.805 8.909
C -1.325 3.484 6.190
H -1.511 0.153 6.101
H -0.250 1.268 6.799
H -0.449 1.279 5.132
H -2.578 2.439 4.124
H -3.340 0.936 4.904
H -5.098 2.232 4.490
H -4.112 3.747 4.959
H -5.484 1.363 6.420
H -5.911 3.050 6.484
H -5.201 4.341 8.280
H -3.573 4.239 8.899
H -3.912 4.481 7.141
H -5.916 2.066 9.148
H -4.778 0.726 8.797
H -4.325 2.097 9.797
H -1.995 4.340 6.114
H -0.529 3.515 5.446
H -0.712 3.659 7.074
H -1.837 1.026 8.754
```

Summary:
LUMO energy	-0.029	hartree
multiplicity	1

Results of the Löwdin charge analysis, in e, for atoms 1 through 5: 0.58, 0.72, -0.69, 0.18, 0.19